148
Properties=species:S:1:pos:R:3 method="wB97M-V/def2-TZVPD" energy_ev=-312594.1106 total_charge=-2 e_above_lowest_ev=6.7458
Pb -0.87076 0.34647 -0.04925
C 2.96884 3.76128 -5.89990
C 3.99691 3.24016 -4.88218
C 4.75897 2.06539 -5.50480
C 4.99846 4.36717 -4.61371
C 3.26461 2.78249 -3.62154
C 2.31578 1.76728 -3.67190
C 1.61941 1.38049 -2.53600
Se 0.18648 0.06420 -2.71364
C 1.15824 -1.64810 -2.72706
C 1.95432 -1.81150 -3.92977
C 3.08041 -2.53899 -4.06250
C 2.49539 -4.44389 -2.65848
C 2.39606 -3.71500 -0.16616
C 1.11528 -2.50733 -1.68909
O 0.63317 -2.20410 -0.45582
C 3.19022 -4.80496 0.61493
C 4.30010 -5.44681 -0.23132
C 2.32582 -5.92899 1.19767
C 3.86904 -4.11032 1.80697
C 3.73343 -2.67364 -5.44514
C 2.70981 -3.21153 -6.46060
C 4.92913 -3.63223 -5.46626
C 4.22610 -1.29932 -5.91001
C 1.78947 2.02536 -1.27899
O 1.11508 1.68969 -0.23659
C 2.74899 3.08937 -1.24081
C 3.44476 3.41467 -2.39108
C 2.88129 3.96237 0.01861
C 4.04212 4.95882 -0.07089
C 3.12120 3.12141 1.28466
C 1.56476 4.74821 0.14143
H 3.47223 4.13217 -6.79796
H 2.38763 4.57494 -5.46311
H 2.27535 2.97289 -6.19303
H 5.33651 2.38975 -6.37584
H 4.06569 1.29293 -5.82624
H 5.44426 1.62589 -4.77783
H 5.48328 4.64953 -5.55120
H 5.77276 4.05045 -3.91241
H 4.50030 5.25183 -4.21381
H 2.08128 1.26734 -4.60575
H 1.59425 -1.23020 -4.77486
H 2.92818 -5.41510 -2.42481
H 3.89446 -6.21331 -0.89106
H 5.03546 -5.92064 0.42502
H 4.81466 -4.69467 -0.82992
H 1.83374 -6.50214 0.41603
H 1.56146 -5.53362 1.86819
H 2.96756 -6.60789 1.77020
H 4.61074 -3.38600 1.46572
H 4.37480 -4.84522 2.44052
H 3.11799 -3.59306 2.40106
H 2.41675 -4.23010 -6.19938
H 3.14134 -3.22729 -7.46653
H 1.80905 -2.60088 -6.48180
H 4.61913 -4.65128 -5.22720
H 5.70291 -3.31858 -4.76439
H 5.36732 -3.64063 -6.46704
H 3.39254 -0.60193 -5.97275
H 4.70607 -1.36098 -6.89173
H 4.94886 -0.89782 -5.19851
H 4.15089 4.22967 -2.33567
H 4.99178 4.43560 -0.20897
H 4.09565 5.52742 0.86027
H 3.90752 5.67284 -0.88604
H 4.09656 2.63420 1.22716
H 2.36086 2.35143 1.38313
H 3.10393 3.75982 2.17394
H 1.43473 5.40011 -0.72565
H 1.54908 5.36073 1.04770
H 0.72361 4.05994 0.17168
N 2.29098 -1.23338 1.95310
P 0.78753 -0.53262 2.42169
C 1.23068 0.15197 4.06613
C 2.47274 0.73631 4.31161
C 2.76985 1.26200 5.55998
C 1.82434 1.23967 6.57466
C 0.56373 0.71280 6.31968
C 0.26697 0.18334 5.07788
C -0.13833 -1.98528 3.08442
C 0.46571 -2.91422 3.93132
C -0.24637 -4.01326 4.37598
C -1.57639 -4.18382 4.00556
C -2.19135 -3.25142 3.18560
C -1.47212 -2.15729 2.72657
P 2.91063 -0.84602 0.35931
C 4.63662 -0.35372 0.77467
C 5.28070 0.37014 -0.23633
C 6.58042 0.81878 -0.08426
C 7.26370 0.58940 1.10364
C 6.62833 -0.10088 2.12540
C 5.33546 -0.57743 1.96091
C 3.28625 -2.49799 -0.43661
C 3.78750 -2.40794 -1.68590
C 3.58078 -3.35082 -2.87606
C 1.65562 -3.95980 -1.53342
C 0.42143 -4.48622 -0.81240
C 0.89280 -3.50042 0.23715
H 2.99237 -1.16122 2.67910
H 3.20924 0.79806 3.51676
H 3.74482 1.69908 5.74002
H 2.06194 1.63958 7.55250
H -0.19246 0.72106 7.09501
H -0.71872 -0.22012 4.88477
H 1.50218 -2.77953 4.22098
H 0.23557 -4.74690 5.01175
H -2.12976 -5.04583 4.35677
H -3.22420 -3.37374 2.88732
H -1.94519 -1.45436 2.05046
H 4.72674 0.59548 -1.14227
H 7.06280 1.36714 -0.88480
H 8.27618 0.95108 1.23338
H 7.15088 -0.27672 3.05904
H 4.89895 -1.14735 2.77446
H 4.31884 -1.49976 -1.96792
H 4.53343 -3.82562 -3.11397
H 1.89297 -4.55612 -3.56194
H 0.35312 -5.54114 -0.57918
H 0.53094 -3.46114 1.24722
Br -4.60722 4.27595 3.24085
C -2.73363 3.95154 3.26814
C -2.09015 4.19353 4.47332
C -0.72165 4.00690 4.57008
C -0.00884 3.55173 3.47385
C -0.66698 3.27297 2.28804
C -2.03785 3.48350 2.15070
C -2.67618 3.32114 0.76005
O -3.54017 4.14238 0.45917
O -2.22235 2.39916 0.01066
H -2.66239 4.53726 5.32460
H -0.21446 4.20559 5.50623
H 1.06156 3.41163 3.54041
H -0.11167 2.90824 1.43167
Br -6.01481 -0.72283 1.13763
C -5.42034 0.36792 -0.31085
C -6.03098 1.59912 -0.47883
C -5.62010 2.41472 -1.52076
C -4.60681 1.99846 -2.36683
C -3.98549 0.77937 -2.16051
C -4.38796 -0.06460 -1.13082
C -3.71947 -1.42983 -0.95720
O -4.44096 -2.41409 -1.09854
O -2.47245 -1.41642 -0.69354
H -6.80392 1.91997 0.20599
H -6.07668 3.38718 -1.64598
H -4.27627 2.64295 -3.17147
H -3.17076 0.46131 -2.80194

---

83
Properties=species:S:1:pos:R:3 method="wB97M-V/def2-TZVPD" energy_ev=-65194.2462 total_charge=-1
Cs -1.73260 -1.44883 -2.49461
S 0.00994 -0.16789 0.23451
O -0.02316 -1.55240 -0.21796
O 0.55698 -0.17085 1.56955
O 0.77532 0.64062 -0.72219
O -1.34379 0.35316 0.25027
C 1.25700 3.14597 2.65689
O 1.61497 4.21687 3.16221
N 1.01317 2.01755 3.29738
N 1.09833 3.07697 1.32979
H 0.70110 1.23524 2.73260
H 1.16447 1.88442 4.28068
H 0.75149 2.24910 0.86658
H 1.40435 3.91230 0.86126
C 4.29522 1.23794 -0.45372
O 5.46303 1.55644 -0.17879
N 3.33183 1.05743 0.46864
N 3.87184 1.03093 -1.69711
H 3.55231 1.29700 1.41975
H 2.41548 0.73652 0.17367
H 4.51125 0.89451 -2.45763
H 2.88516 0.82521 -1.71162
C 2.87115 -2.27899 3.18011
O 3.68053 -2.83296 3.91374
N 2.76596 -2.44285 1.86030
N 1.97618 -1.41001 3.65330
H 3.31447 -3.18200 1.45446
H 2.02514 -2.02550 1.32423
H 1.33007 -1.04962 2.95838
H 1.95787 -1.15472 4.62294
C -3.26729 2.31409 2.61226
O -3.70127 1.20607 2.93667
N -2.16313 2.42925 1.84594
N -3.68959 3.50735 3.06836
H -1.70002 3.32163 1.84725
H -1.70453 1.61431 1.45833
H -4.33498 3.46058 3.83783
H -3.15274 4.28805 2.74049
C 2.23170 1.31856 -5.02082
C 1.22586 1.57607 -3.89393
O 0.73078 0.34838 -3.38637
H 1.71388 0.78774 -5.82034
H 3.09729 0.73316 -4.71129
H 2.59889 2.27101 -5.40542
H 0.33923 2.06597 -4.30514
H 1.66759 2.18839 -3.10621
H 0.59926 0.51822 -2.44038
C -1.37217 -5.56364 2.76307
C -0.58139 -4.69914 1.77805
O -1.46773 -3.64933 1.37332
H -2.05648 -6.22209 2.23216
H -1.96048 -4.90547 3.40507
H -0.66791 -6.00277 3.47139
H -0.26995 -5.32333 0.93729
H 0.28883 -4.22032 2.23107
H -0.87297 -3.04338 0.91419
C -5.72751 -0.68660 -0.72834
C -4.58043 -0.16587 0.15888
O -3.54667 -1.13686 0.13683
H -5.51678 -0.63992 -1.80121
H -6.58044 -0.00368 -0.68563
H -6.07157 -1.68907 -0.47778
H -5.07330 -0.05581 1.12604
H -4.30134 0.82471 -0.20399
H -2.73493 -0.64536 0.32806
C 3.15843 -2.36760 -1.88849
C 2.16555 -3.45200 -2.15469
O 1.33328 -3.61957 -1.03044
H 3.87534 -2.28176 -2.71054
H 3.76799 -2.56073 -1.00661
H 2.69497 -1.38347 -1.82677
H 2.71753 -4.38060 -2.32015
H 1.54726 -3.32390 -3.04956
H 0.97105 -2.75032 -0.79531
C -1.95963 3.82969 -2.88817
C -1.77215 3.02201 -1.59198
O -2.15701 1.68437 -1.71331
H -2.94335 3.62565 -3.31514
H -1.23517 3.55670 -3.65558
H -1.92666 4.89882 -2.68072
H -2.43279 3.42684 -0.81827
H -0.74877 3.10038 -1.21293
H -1.94859 1.20305 -0.89469

---

15
Properties=species:S:1:pos:R:3 method="wB97M-V/def2-TZVPD" smiles=O.O.O.O.O energy_ev=-10399.6611 e_above_lowest_ev=1.1884
O -1.02672 3.22410 0.73695
H -0.27538 3.78651 0.82372
H -0.78502 2.32763 1.06792
O 0.12724 0.76183 1.26584
H 0.90848 0.98637 1.78960
H 0.41712 0.12110 0.60574
O 1.69094 -0.81792 -0.45118
H 2.59011 -0.57632 -0.31874
H 1.40419 -0.37995 -1.26547
O -2.30083 -0.41906 -0.36602
H -1.66490 -0.20677 0.26387
H -2.72059 0.43494 -0.52264
O 0.15298 -3.23328 -1.23723
H 0.94597 -3.44455 -1.71682
H 0.53641 -2.56464 -0.67552

---

14
Properties=species:S:1:pos:R:3 method="wB97M-V/def2-TZVPD" energy_ev=-8370.3739 e_above_lowest_ev=2.9078
O 1.16856 1.01065 0.15819
C 1.42696 -0.35593 -0.24437
C 0.06245 -1.08329 -0.15555
C -0.90428 -0.22168 0.65845
C -1.50470 0.86328 0.00657
O -0.93332 1.50997 -0.93196
H 0.40604 1.36375 -0.55940
H 2.16647 -0.74503 0.45896
H 1.85267 -0.34446 -1.25032
H 0.18171 -2.06782 0.30401
H -0.32756 -1.23561 -1.16811
H -1.44327 -0.68549 1.47793
H 0.31640 0.74179 0.87250
H -2.46813 1.24986 0.37310

---

| no. | frontier orbital gap (Ha) |
| --- | --- |
| 1 | 0.1598 |
| 2 | 0.2966 |
| 3 | 0.3993 |
| 4 | 0.3518 |